No. 1
Entry from the Open Molecules 2025 dataset: C2HClNO4 as an isolated structure at a distorted geometry (the ωB97M-V functional and the def2-TZVPD basis).

Its spin multiplicity is 3. The value obtained for the LUMO energy (spin up / spin down) is 3.74 / 1.61 eV. As for the net charge: -1. The HOMO-LUMO gap (spin up / spin down) is 5.22 / 6.91 eV.

The geometry in XYZ format:
```
9
Properties=species:S:1:pos:R:3:lowdin_charge:R:1
C -0.553 -0.813 0.149 -0.66
C 2.336 0.377 -0.310 -0.56
N -1.632 -1.037 0.712 0.04
O 2.568 0.099 -1.413 0.15
O 0.505 -1.362 -0.089 0.01
O 2.325 0.714 0.801 0.14
O -2.700 -0.032 0.731 -0.11
Cl -0.490 1.335 -0.698 0.01
H -2.359 0.719 0.116 -0.02
```

---

No. 2
Entry from the Open Molecules 2025 dataset: a 2-piece molecular cluster, C6H14Si overall at a distorted geometry (the ωB97M-V functional and the def2-TZVPD basis).

The value obtained for the LUMO energy (spin up / spin down) is -0.09 / 0.05 eV. As for the net charge: 0. The HOMO-LUMO gap (spin up / spin down) is 8.54 / 7.12 eV.

The geometry in XYZ format:
```
21
Properties=species:S:1:pos:R:3:lowdin_charge:R:1
C 1.612 0.536 0.827 0.06
C 2.509 0.200 -0.088 -0.49
C 3.920 0.177 0.320 -0.12
C 1.989 -0.397 -1.453 -0.08
C -3.674 -0.651 -0.019 -0.24
C -2.410 -0.235 0.731 -0.46
Si -1.707 1.315 -0.155 0.72
H 1.794 1.072 1.832 0.06
H 4.610 -0.271 -0.503 0.10
H 4.387 1.187 0.513 0.09
H 4.041 -0.354 1.284 0.08
H 1.152 -1.267 -1.183 0.13
H 2.832 -0.994 -1.901 0.06
H 1.615 0.341 -2.118 0.03
H -3.538 -1.663 -0.537 0.08
H -4.643 -0.772 0.541 0.07
H -3.932 0.044 -0.947 0.07
H -1.766 -1.020 0.908 0.02
H -2.851 0.078 1.638 0.03
H -1.718 1.175 -1.640 -0.11
H -2.223 2.652 0.393 -0.11
```

---

No. 3
Entry from the Open Molecules 2025 dataset: one molecule with the formula C4H11NO at a distorted geometry (the ωB97M-V functional and the def2-TZVPD basis).

The value obtained for the LUMO energy is 1.00 eV. As for the net charge: 0. The HOMO-LUMO gap is 9.55 eV. Its SMILES is CNCCCO.

The geometry in XYZ format:
```
17
Properties=species:S:1:pos:R:3:lowdin_charge:R:1
C -0.407 0.618 -2.392 -0.15
N 0.430 -0.342 -1.710 -0.14
C -0.043 -0.842 -0.431 -0.25
C 0.301 0.085 0.739 -0.19
C -0.341 -0.207 2.074 -0.25
O 0.346 0.489 3.143 -0.09
H 0.052 0.856 -3.345 0.07
H -1.402 0.229 -2.573 0.08
H -0.470 1.600 -1.901 0.07
H 1.403 -0.083 -1.706 0.10
H -1.111 -1.024 -0.496 0.11
H 0.381 -1.842 -0.270 0.11
H 1.378 0.261 0.764 0.11
H -0.088 1.069 0.431 0.11
H -0.342 -1.271 2.335 0.11
H -1.355 0.179 2.187 0.12
H 1.270 0.224 3.150 0.07
```

---

No. 4
Entry from the Open Molecules 2025 dataset: a 3-piece molecular cluster, C35H33NO9PS overall at a distorted geometry (the ωB97M-V functional and the def2-TZVPD basis).

The value obtained for the LUMO energy is -5.52 eV. As for the net charge: +1. The HOMO-LUMO gap is 5.28 eV.

The geometry in XYZ format:
```
80
Properties=species:S:1:pos:R:3:lowdin_charge:R:1
C -7.091 -3.954 2.214 -0.03
C -8.159 -2.669 2.173 -0.33
O -8.422 -2.099 3.350 -0.03
N -8.731 -2.286 0.827 -0.18
C -9.530 -3.532 0.394 -0.08
C -9.669 -1.102 0.893 -0.20
C -9.827 -0.265 -0.514 -0.18
C -8.533 -0.352 -1.517 -0.22
C -7.148 0.296 -0.924 -0.33
S -5.882 -0.972 -0.347 0.98
O -6.194 -2.530 -1.048 -0.32
P -3.921 -0.467 -1.160 0.62
O -3.879 -1.115 -2.632 -0.35
O -2.775 -1.363 -0.172 -0.19
O -3.628 1.250 -1.214 -0.18
H -6.752 -4.147 3.342 0.11
H -7.604 -4.970 1.874 0.09
H -6.110 -3.718 1.599 0.08
H -8.749 -4.345 0.005 0.11
H -10.040 -3.922 1.392 0.13
H -10.349 -3.279 -0.407 0.11
H -10.748 -1.546 1.140 0.14
H -9.429 -0.320 1.730 0.13
H -10.116 0.849 -0.200 0.13
H -10.787 -0.687 -1.072 0.13
H -8.404 -1.462 -1.935 0.12
H -8.816 0.295 -2.480 0.14
H -6.629 0.882 -1.825 0.12
H -7.360 1.139 -0.107 0.15
H -6.374 -2.315 -2.030 0.11
H -1.846 -0.999 -0.267 0.10
H -3.696 1.683 -0.313 0.11
C 6.439 -1.767 -2.494 -0.04
C 5.880 -3.039 -2.614 -0.05
C 4.494 -3.188 -2.690 0.01
C 3.664 -2.062 -2.634 -0.09
C 4.222 -0.792 -2.490 -0.08
C 5.614 -0.644 -2.431 0.02
C 3.355 0.398 -2.380 -0.27
O 3.844 1.514 -2.256 0.09
C 1.889 0.223 -2.411 -0.07
C 1.054 1.337 -2.250 0.02
C -0.334 1.182 -2.292 -0.05
C -0.890 -0.079 -2.504 -0.10
C -0.060 -1.191 -2.660 0.02
C 1.332 -1.040 -2.603 -0.07
C 2.200 -2.227 -2.733 -0.28
O 1.712 -3.337 -2.915 0.10
H 7.520 -1.651 -2.444 0.11
H 6.522 -3.916 -2.650 0.11
H 4.064 -4.184 -2.788 0.12
H 6.058 0.345 -2.332 0.12
H 1.479 2.325 -2.087 0.12
H -0.981 2.047 -2.161 0.10
H -1.970 -0.199 -2.544 0.04
H -0.501 -2.173 -2.820 0.13
C 3.848 4.477 1.429 -0.06
C 4.249 3.884 0.232 -0.06
C 5.435 3.150 0.179 0.01
C 6.229 3.018 1.325 -0.08
C 5.840 3.631 2.515 -0.09
C 4.641 4.353 2.570 0.00
C 6.695 3.540 3.717 -0.28
O 6.352 4.076 4.764 0.10
C 7.971 2.803 3.636 -0.09
C 8.818 2.758 4.751 0.01
C 10.021 2.051 4.687 -0.05
C 10.377 1.382 3.517 -0.06
C 9.537 1.430 2.403 0.01
C 8.337 2.150 2.460 -0.09
C 7.473 2.225 1.265 -0.28
O 7.787 1.641 0.234 0.09
H 2.919 5.041 1.472 0.10
H 3.638 3.991 -0.661 0.10
H 5.740 2.686 -0.757 0.11
H 4.324 4.823 3.500 0.12
H 8.547 3.275 5.670 0.12
H 10.680 2.022 5.553 0.11
H 11.310 0.826 3.469 0.11
H 9.824 0.909 1.490 0.12
```

---

| no. | molecular weight (g mol⁻¹) |
| --- | --- |
| 1 | 138.5 |
| 2 | 114.3 |
| 3 | 89.1 |
| 4 | 674.7 |